1.
{"formula": "C4H4O3", "method": "the ωB97M-V functional and the def2-TZVPD basis", "e_above_lowest_kcal_mol": 125.1, "e_homo_ev": -10.06, "energy_ev": -10349.787, "lumo_ev": -1.0, "total_charge": 0, "elements": ["O", "C", "C", "C", "O", "C", "O", "H", "H", "H", "H"], "coordinates": [[-1.71361, 1.54282, -0.82602], [-1.58631, 1.52091, 0.37368], [0.26839, -0.66517, 0.00991], [0.80671, -1.95134, 0.36170], [0.30971, -2.91463, -0.19117], [0.90815, 0.22215, -0.84538], [1.50338, 0.90047, 0.00736], [-0.60726, 1.69079, 0.86019], [1.60246, -2.00361, 1.12767], [-2.43472, 1.32055, 1.05406], [0.94309, 0.33706, -1.93199]], "forces_ev_per_angstrom": [[0.0, 0.1, 0.5], [-0.1, 0.0, -0.3], [0.2, 0.0, -0.1], [-0.1, -0.2, -0.2], [0.2, 0.2, 0.3], [0.1, 0.0, 0.1], [-0.1, -0.2, -0.2], [-0.1, 0.0, 0.0], [-0.1, 0.0, -0.1], [0.0, 0.1, -0.1], [-0.1, 0.1, 0.1]], "mulliken_charge": [-0.409, -0.057, -0.095, 0.015, -0.455, 0.223, -0.415, 0.250, 0.329, 0.261, 0.353]}

---

2.
{"formula": "C2H3BrF2", "method": "the ωB97M-V functional and the def2-TZVPD basis", "e_above_lowest_kcal_mol": 39.7, "e_homo_ev": -11.21, "energy_ev": -77598.444, "lumo_ev": 0.6, "total_charge": 0, "elements": ["C", "C", "F", "F", "Br", "H", "H", "H"], "coordinates": [[-0.28309, 0.06675, 0.74395], [0.26634, -0.25115, -0.61515], [1.39576, -0.90050, -0.77752], [0.82029, 1.33752, -1.06768], [-1.05183, -0.58983, -1.92059], [-0.33308, -0.69232, 1.61114], [0.48873, 0.56810, 1.34722], [-1.30312, 0.46143, 0.67863]], "forces_ev_per_angstrom": [[0.7, -1.5, 2.6], [1.1, 3.9, -0.7], [-0.7, -0.2, 0.5], [-1.3, -3.3, 0.9], [0.2, -0.3, -0.1], [-0.3, -0.5, -2.2], [-0.4, 1.3, -1.0], [0.8, 0.5, 0.0]], "mulliken_charge": [-1.062, 0.732, -0.162, -0.415, -0.065, 0.337, 0.301, 0.333]}

---

3.
{"formula": "C6H10", "method": "the ωB97M-V functional and the def2-TZVPD basis", "e_above_lowest_kcal_mol": 36.4, "e_homo_ev": -8.43, "energy_ev": -6382.283, "lumo_ev": 1.0, "total_charge": 0, "smiles": "C=C/C(C)=C/C", "elements": ["C", "C", "C", "C", "C", "C", "H", "H", "H", "H", "H", "H", "H", "H", "H", "H"], "coordinates": [[0.30375, -0.30846, -2.56581], [-0.18492, 0.45635, -1.58492], [-0.15069, 0.33447, -0.12429], [-1.27619, 0.97682, 0.67955], [0.83685, -0.37939, 0.47212], [0.73655, -0.89318, 1.88868], [0.98275, -1.15325, -2.53035], [-0.08778, -0.04399, -3.54817], [-0.43656, 1.45873, -1.93194], [-2.06355, 1.29726, -0.00069], [-1.64813, 0.28249, 1.41862], [-0.75981, 1.85456, 1.09762], [1.57402, -0.82041, -0.18047], [-0.20522, -0.65348, 2.37371], [0.95726, -1.95499, 1.91211], [1.42167, -0.45353, 2.62423]], "forces_ev_per_angstrom": [[-0.6, 0.2, -0.3], [1.1, 1.0, -0.2], [1.1, -1.4, 0.7], [1.3, 0.3, -1.2], [-1.8, 0.0, 0.0], [0.7, 0.8, 0.4], [-0.6, -0.3, 0.5], [0.8, 0.1, -0.1], [-1.2, -0.3, -0.1], [-0.1, 0.0, 0.2], [-0.2, 0.2, 0.3], [-0.8, -0.1, 0.4], [0.4, 0.0, 0.1], [-0.4, -0.4, -0.3], [-0.3, -0.2, 0.0], [0.5, 0.1, -0.4]], "mulliken_charge": [-0.745, -0.312, 0.756, -1.345, -0.250, -1.034, 0.256, 0.233, 0.271, 0.350, 0.397, 0.306, 0.296, 0.260, 0.283, 0.279]}

---

4.
{"formula": "C11H6BCl36F2", "method": "the ωB97M-V functional and the def2-TZVPD basis", "e_homo_ev": -5.39, "energy_ev": -468422.448, "lumo_ev": 1.5, "total_charge": -1, "elements": ["F", "B", "C", "C", "F", "H", "H", "H", "H", "H", "H", "C", "Cl", "Cl", "Cl", "Cl", "C", "Cl", "Cl", "Cl", "Cl", "C", "Cl", "Cl", "Cl", "Cl", "C", "Cl", "Cl", "Cl", "Cl", "C", "Cl", "Cl", "Cl", "Cl", "C", "Cl", "Cl", "Cl", "Cl", "C", "Cl", "Cl", "Cl", "Cl", "C", "Cl", "Cl", "Cl", "Cl", "C", "Cl", "Cl", "Cl", "Cl"], "coordinates": [[0.17188, 2.03951, 0.84498], [-1.27750, 2.00455, 1.18114], [-1.44273, 1.65144, 2.77740], [-0.65742, 0.39752, 3.09672], [-1.45591, -0.57399, 3.77150], [-1.81992, 1.09305, 0.57621], [-1.73734, 3.10929, 0.89558], [-1.13960, 2.48514, 3.41497], [-2.48850, 1.42591, 2.97339], [0.18274, 0.59345, 3.76434], [-0.29522, -0.09425, 2.19614], [0.10275, -0.72326, -2.45802], [0.06237, 0.40570, -1.12694], [0.34493, -2.37688, -1.84075], [-1.42208, -0.65780, -3.36170], [1.44239, -0.34484, -3.56251], [4.81425, 1.75758, -3.77479], [4.06517, 1.23463, -5.28716], [5.01181, 0.34630, -2.72728], [6.39251, 2.48098, -4.11778], [3.77614, 2.93200, -2.97325], [9.10388, 2.37573, -0.62308], [8.96885, 3.14768, 0.96008], [9.50351, 3.59793, -1.83876], [10.38745, 1.15912, -0.57490], [7.57832, 1.60800, -1.04511], [-4.60719, -3.55989, -2.49214], [-5.85056, -2.54103, -1.75759], [-4.96263, -5.25811, -2.13505], [-4.61466, -3.32109, -4.24721], [-3.03033, -3.12811, -1.84986], [-5.15977, 3.47922, 4.62588], [-4.37678, 3.38934, 3.06053], [-6.69168, 2.58862, 4.59520], [-4.09749, 2.77406, 5.84565], [-5.48266, 5.17409, 5.04002], [-0.95279, 4.70073, 7.80739], [-2.12362, 5.82116, 8.51928], [-1.33781, 3.05303, 8.31666], [-1.02336, 4.80718, 6.05509], [0.67232, 5.12093, 8.36831], [6.10421, -3.76115, -2.09138], [5.37594, -4.21487, -3.63356], [6.28444, -5.19790, -1.07765], [7.69314, -3.03888, -2.37769], [5.06974, -2.59067, -1.27578], [2.65904, -4.53880, -5.66920], [3.64897, -5.96913, -5.33491], [1.86539, -4.00314, -4.19439], [3.69687, -3.24450, -6.28191], [1.44420, -4.94331, -6.88887], [-9.74880, -2.50622, -0.37331], [-9.32037, -3.75742, 0.79590], [-11.22555, -1.68826, 0.15129], [-8.43573, -1.33667, -0.48871], [-10.01621, -3.24683, -1.95551]], "forces_ev_per_angstrom": [[-0.2, -0.1, 0.0], [0.0, 0.3, 0.6], [0.3, -0.1, -0.5], [-0.1, 0.1, 0.3], [0.1, 0.0, 0.0], [-0.1, 0.0, -0.2], [-0.2, 0.0, -0.1], [0.0, 0.0, 0.2], [-0.1, 0.0, 0.1], [0.1, 0.0, 0.0], [0.0, -0.1, -0.1], [0.0, 0.3, 0.2], [0.2, -0.2, -0.3], [-0.1, -0.1, 0.1], [0.1, 0.1, -0.1], [0.0, 0.0, -0.1], [-0.1, 0.0, 0.1], [0.0, 0.0, -0.1], [0.1, 0.0, -0.1], [-0.1, 0.0, -0.1], [0.0, 0.0, 0.0], [-0.1, 0.0, 0.0], [0.0, 0.0, 0.0], [0.0, 0.0, 0.0], [0.0, 0.0, 0.0], [0.1, 0.0, 0.1], [0.1, 0.1, 0.1], [0.1, -0.2, -0.1], [0.0, 0.0, 0.0], [0.0, 0.0, 0.0], [-0.1, -0.2, 0.1], [0.1, 0.0, -0.1], [-0.1, 0.1, 0.0], [0.0, 0.0, 0.0], [0.0, 0.0, 0.1], [0.0, 0.0, 0.0], [0.0, 0.0, -0.1], [0.0, 0.0, 0.0], [0.0, 0.0, 0.0], [0.0, 0.0, 0.0], [0.0, 0.0, 0.0], [0.0, 0.1, -0.1], [0.4, 0.1, 0.5], [0.0, 0.0, 0.0], [0.0, 0.0, 0.0], [-0.1, -0.1, 0.1], [-0.1, 0.0, 0.1], [-0.2, -0.3, -0.3], [0.0, 0.0, -0.1], [-0.1, 0.0, -0.1], [0.0, 0.0, 0.0], [0.1, 0.0, 0.0], [0.0, 0.0, 0.0], [0.0, 0.0, 0.0], [-0.2, 0.2, 0.1], [0.0, 0.0, 0.0]], "mulliken_charge": [-0.461, 0.473, -0.104, 0.044, -0.377, -0.361, -0.276, -0.089, 0.087, 0.199, -0.016, 0.193, 0.043, -0.168, -0.102, -0.010, 0.211, -0.108, 0.101, -0.096, -0.064, 0.312, -0.107, -0.115, -0.110, -0.011, 0.250, -0.017, -0.124, -0.122, 0.012, 0.293, -0.035, -0.127, -0.036, -0.127, 0.340, -0.107, -0.099, -0.031, -0.116, 0.310, -0.013, -0.116, -0.105, -0.072, 0.196, -0.108, 0.079, -0.075, -0.118, 0.365, -0.096, -0.111, -0.078, -0.099]}

---

5.
{"formula": "C10H23N2OP", "method": "the ωB97M-V functional and the def2-TZVPD basis", "e_above_lowest_kcal_mol": 39.6, "e_homo_ev": -8.97, "energy_ev": -25057.372, "lumo_ev": 0.6, "total_charge": 0, "smiles": "CC(C)(C)N1CCN(C(C)(C)C)[PH]1=O", "elements": ["C", "C", "C", "C", "N", "C", "C", "N", "C", "C", "C", "C", "P", "O", "H", "H", "H", "H", "H", "H", "H", "H", "H", "H", "H", "H", "H", "H", "H", "H", "H", "H", "H", "H", "H", "H", "H"], "coordinates": [[-0.37945, -1.95135, 2.76206], [-0.24752, -0.38526, 2.67486], [0.91811, 0.11540, 3.48226], [-1.56944, 0.35144, 2.84325], [0.17783, 0.05109, 1.29567], [1.34306, -1.10149, 0.54670], [1.56194, -0.49528, -0.81409], [0.22386, 0.02519, -1.16420], [-0.03333, 0.59306, -2.50527], [0.43878, 2.06328, -2.61295], [0.72524, -0.29561, -3.50214], [-1.49005, 0.56707, -2.86652], [-0.82416, 0.36007, 0.05026], [-1.56215, 1.62080, 0.16157], [-1.32165, -2.25467, 2.08914], [0.53737, -2.57763, 2.46852], [-0.62001, -2.07294, 3.75042], [1.68479, -0.59863, 3.85017], [0.58064, 0.55133, 4.49718], [1.27932, 0.92658, 2.92179], [-1.86784, 0.02421, 3.79511], [-1.44598, 1.42970, 3.02721], [-2.38615, 0.10289, 2.12596], [0.85700, -2.07909, 0.23680], [2.11278, -1.21279, 1.13173], [2.21431, 0.29883, -0.69914], [1.91809, -1.21692, -1.44034], [1.29768, 2.35209, -2.09440], [0.41280, 2.50005, -3.57374], [-0.23321, 2.68702, -1.97547], [1.72853, -0.25065, -3.46172], [0.57734, -0.01295, -4.44571], [0.52711, -1.32411, -3.45282], [-1.58233, 1.19195, -3.83612], [-1.83322, -0.56259, -2.86889], [-1.93809, 1.18642, -2.19117], [-1.78200, -0.60651, -0.20597]], "forces_ev_per_angstrom": [[-1.1, 0.6, -3.7], [0.9, -0.8, -3.2], [-0.9, 0.3, 4.1], [0.0, 0.0, 1.0], [3.2, -4.3, -1.4], [-7.1, 1.3, -3.1], [-2.7, 1.9, 2.5], [0.6, 0.1, -1.3], [2.0, -0.3, -0.8], [-2.2, 0.2, 1.9], [-1.6, 0.2, 2.5], [0.7, -2.0, -2.6], [-0.7, -0.2, 0.0], [0.0, 1.0, -0.3], [2.1, 0.4, 1.5], [-1.4, 1.3, 0.5], [-0.7, -1.1, 2.5], [-0.4, 0.1, -1.0], [0.2, -0.5, -1.4], [1.1, 1.0, -0.3], [-1.1, -0.6, 1.5], [0.1, -0.3, -0.9], [0.9, 0.3, 0.4], [0.1, 1.0, 1.4], [4.1, -0.4, 3.3], [1.8, 1.7, -0.3], [0.8, -1.8, -2.0], [2.2, -0.4, 0.4], [0.1, 0.1, -1.3], [-0.3, -0.5, -0.6], [3.8, 0.5, 0.9], [-1.3, 1.3, -3.9], [-0.9, -1.5, 0.4], [-0.1, -1.7, 1.1], [0.1, 2.5, -0.3], [-2.0, 1.1, 2.1], [-0.4, -0.6, 0.4]], "mulliken_charge": [-1.583, 1.868, -1.770, -1.937, -0.036, -1.287, -0.497, 0.402, 1.222, -1.630, -2.492, -1.692, 0.376, -0.728, 0.240, 0.288, 0.620, 0.314, 0.389, 0.482, 0.640, 0.353, 0.391, 0.343, 0.651, 0.301, 0.505, 0.383, 0.454, 0.376, 0.665, 0.596, 0.525, 0.386, 0.289, 0.655, -0.062]}

---

6.
{"formula": "C11H14N2O2S", "method": "the ωB97M-V functional and the def2-TZVPD basis", "e_above_lowest_kcal_mol": 2.0, "e_homo_ev": -7.96, "energy_ev": -29545.464, "lumo_ev": 0.6, "total_charge": 0, "smiles": "N[C@@H](Cc1c[nH]c2ccccc12)C(=O)O.S", "elements": ["N", "C", "C", "C", "C", "N", "C", "C", "C", "C", "C", "C", "C", "O", "O", "H", "H", "H", "H", "H", "H", "H", "H", "H", "H", "H", "H", "S", "H", "H"], "coordinates": [[1.37600, 0.25145, -2.82894], [0.79433, -0.20252, -1.57463], [1.39977, 0.62298, -0.42099], [0.94820, 0.22716, 0.95337], [1.58625, -0.63122, 1.80019], [0.87229, -0.76678, 2.97034], [-0.25432, 0.01996, 2.90147], [-1.27446, 0.22199, 3.83681], [-2.29607, 1.08655, 3.48888], [-2.30687, 1.73789, 2.23985], [-1.29577, 1.53437, 1.31913], [-0.24404, 0.66073, 1.64482], [-0.71947, -0.04595, -1.55474], [-1.30119, 0.90889, -2.02168], [-1.35271, -1.05696, -0.94200], [0.98477, 1.16757, -3.04205], [1.07853, -0.35709, -3.58644], [1.04141, -1.25838, -1.42087], [2.48751, 0.52821, -0.51401], [1.15863, 1.67697, -0.60539], [2.51845, -1.16413, 1.66024], [1.14745, -1.32780, 3.75954], [-1.26475, -0.28083, 4.80130], [-3.10374, 1.26754, 4.19270], [-3.12489, 2.41174, 2.00055], [-1.32041, 2.03610, 0.35359], [-2.29130, -0.80798, -0.90119], [1.25787, -2.45853, -6.54131], [0.98068, -3.08894, -5.39314], [2.51785, -2.91299, -6.57538]], "forces_ev_per_angstrom": [[-0.2, 0.0, -0.1], [0.1, -0.1, 0.1], [0.1, 0.0, 0.0], [0.0, 0.0, 0.0], [0.0, 0.0, -0.1], [0.0, -0.1, 0.1], [-0.1, 0.0, 0.0], [0.0, 0.0, 0.0], [0.1, -0.1, 0.0], [0.0, 0.0, 0.0], [0.0, 0.0, 0.0], [-0.1, 0.0, 0.1], [-0.1, 0.4, -0.2], [0.2, -0.4, 0.2], [-0.1, 0.1, 0.0], [0.1, -0.1, 0.0], [0.1, 0.1, 0.0], [-0.1, 0.1, 0.0], [-0.2, 0.0, 0.0], [0.0, -0.1, 0.0], [-0.1, 0.1, 0.0], [-0.1, 0.1, -0.2], [0.0, 0.1, -0.1], [0.1, 0.0, -0.1], [0.1, -0.1, 0.0], [0.0, -0.1, 0.2], [0.1, -0.1, 0.0], [0.0, 0.1, 0.0], [0.1, 0.0, 0.0], [0.0, 0.0, 0.1]], "mulliken_charge": [-0.717, 0.319, -1.266, 0.582, -0.746, -0.001, -0.606, -0.836, -0.419, -0.834, -0.211, 1.184, 0.347, -0.597, -0.455, 0.300, 0.245, 0.463, 0.431, 0.339, 0.430, 0.178, 0.355, 0.372, 0.388, 0.374, 0.397, -0.309, 0.140, 0.155]}